The following is a quantum chemistry calculation of C38H45ClN8O3Tl as an isolated structure at a distorted geometry, from the Open Molecules 2025 dataset.

## Properties
Total charge ... +3
Kohn-Sham gap ... 4.39 eV

Geometry as XYZ:
```
96
Properties=species:S:1:pos:R:3:forces:R:3:mulliken_charge:R:1
H 0.410 -1.034 -3.826 0.41 -0.04 -0.37 -0.674
H -5.068 2.380 -0.483 -0.05 0.06 -0.14 0.464
C 2.316 -1.767 8.276 -0.16 -0.05 -0.29 0.839
H -3.780 -0.126 0.095 0.05 0.04 0.03 0.168
C -0.368 1.704 1.475 -0.03 0.10 -0.03 0.033
N 4.220 0.261 1.556 0.00 0.03 0.05 -0.014
H -2.451 1.214 3.346 -0.09 0.03 0.01 0.225
C 5.742 0.290 3.394 0.13 0.00 0.16 -0.859
C -2.316 3.337 1.446 0.16 -0.22 -0.11 -2.257
Tl 2.035 -0.701 0.120 0.01 -0.06 0.04 0.908
C 0.194 -2.335 2.933 0.29 0.23 -0.02 0.490
H -6.053 1.650 2.325 0.05 -0.05 -0.04 0.540
C 4.510 0.008 2.835 -0.37 -0.16 0.03 0.592
H -0.627 1.208 2.398 0.00 0.05 -0.12 0.269
N 0.107 -1.990 1.644 -0.05 0.05 0.05 0.109
H 1.290 -2.558 -3.728 -0.01 -0.04 0.02 0.724
C -1.859 -3.341 1.459 -0.08 -0.03 -0.12 -0.791
C 1.288 -1.568 -4.182 0.31 0.13 -0.21 0.491
O 3.298 -1.204 7.944 -1.08 -0.54 0.14 -0.437
H 3.370 1.039 -4.002 0.05 0.02 0.02 0.492
N 0.687 1.442 0.717 0.00 0.15 -0.22 -0.099
C 1.233 -1.686 -5.728 0.21 0.09 0.12 -1.126
C 3.693 -1.598 -4.146 -0.18 0.09 -0.10 -0.573
H 7.698 1.092 3.006 -0.06 0.00 -0.01 0.475
H 1.811 0.860 -6.444 -0.06 0.00 -0.03 0.402
C 1.353 -1.731 3.682 0.02 0.02 0.04 0.788
C -3.066 1.211 -2.086 -0.01 0.26 0.16 0.357
H -0.597 -3.505 4.571 -0.02 0.01 -0.06 0.338
H -5.608 -0.033 2.121 0.01 0.08 -0.03 0.486
H -2.305 4.352 1.064 0.05 0.09 -0.10 0.403
C -3.251 0.160 1.007 0.04 -0.10 -0.08 -1.204
H -2.665 -3.709 0.833 0.10 0.03 0.06 0.508
H 1.268 2.455 -1.105 -0.09 -0.03 0.09 0.609
N -1.084 2.693 0.941 -0.40 0.22 0.08 1.173
C -4.124 2.913 -0.356 0.00 -0.20 -0.07 -1.440
H -2.219 0.380 0.728 -0.10 -0.04 0.02 -0.235
H -5.135 0.940 -2.588 0.08 -0.06 -0.02 0.503
C 2.620 0.354 -5.926 0.01 -0.16 0.09 -0.759
C 3.398 -0.618 3.637 0.08 0.07 0.08 0.946
H 1.613 1.014 -4.109 -0.05 0.01 0.02 0.181
N 2.526 -1.114 -6.260 -0.02 0.01 0.20 -0.093
H 5.979 0.057 4.423 0.00 -0.01 -0.06 0.301
H 3.558 -2.915 -5.919 -0.03 -0.04 -0.01 0.358
C -1.816 0.616 -2.134 0.43 -0.11 0.05 0.570
C -1.748 -3.711 2.782 -0.07 -0.07 0.12 -0.655
H 4.347 -0.191 5.626 -0.18 -0.07 -0.10 0.540
H 0.419 -1.116 -6.167 -0.03 0.07 -0.03 0.418
C -0.701 -3.195 3.539 -0.06 -0.15 0.14 -0.826
Cl -2.498 -2.968 -3.754 0.04 -0.01 -0.01 -0.222
C 5.158 0.831 0.807 -0.14 -0.02 -0.05 0.022
H 0.521 -2.231 5.707 0.14 0.09 -0.11 0.544
H 3.720 -2.542 -3.606 -0.01 -0.03 0.02 0.381
H -4.363 3.974 -0.432 -0.02 0.03 0.05 0.433
C 3.698 -1.865 -5.675 -0.14 0.10 0.08 -0.583
H 7.151 1.620 0.627 -0.07 -0.03 0.04 0.411
N 2.495 -0.847 -3.749 -0.02 0.02 -0.31 -0.068
H 3.565 0.719 -6.323 0.04 -0.04 0.00 0.304
H -3.878 2.187 3.741 0.00 -0.04 -0.03 0.408
H 4.600 -1.515 -6.169 0.00 0.06 -0.01 0.372
C -4.144 0.493 -2.589 -0.23 -0.19 -0.06 -0.211
C 6.719 0.872 2.596 0.10 0.01 0.09 -0.481
H -3.979 0.426 3.720 0.06 0.05 -0.06 0.490
O 1.315 -2.319 8.474 0.93 0.46 0.10 -0.323
H -2.239 3.398 2.526 0.11 0.01 0.08 0.570
C -3.200 2.624 -1.560 -0.06 0.00 -0.01 -1.544
H 4.573 -1.023 -3.859 0.01 0.01 0.00 0.376
N -0.488 3.132 -0.194 0.27 -0.25 0.52 -1.069
C 3.517 -0.617 5.074 0.51 0.31 -0.05 -0.656
H 1.161 -2.713 -6.073 0.03 -0.08 -0.04 0.328
C -3.706 2.730 1.122 0.08 -0.10 0.09 1.484
H 2.543 -1.218 -7.273 -0.01 -0.02 -0.06 0.334
C 0.557 2.353 -0.296 0.33 0.08 0.10 -0.904
H -2.200 3.013 -1.380 -0.25 0.06 -0.07 0.523
H 4.885 1.038 -0.225 0.04 -0.03 0.07 0.473
C -0.902 -2.482 0.932 0.09 0.05 -0.03 -0.001
H -5.871 0.957 0.698 0.00 0.01 0.02 0.379
C -3.961 1.303 1.739 -0.02 0.12 0.08 2.609
H -2.458 -4.395 3.230 0.06 0.05 -0.02 0.480
C -2.727 -1.364 -3.122 -0.12 -0.01 -0.01 -0.099
C 2.520 0.478 -4.383 -0.03 -0.24 -0.07 -0.326
H -3.241 -0.714 1.669 -0.02 0.04 -0.08 0.576
C 1.329 -1.800 5.125 -0.58 -0.31 0.32 -0.666
C 2.439 -1.221 5.505 0.40 0.10 0.02 -0.462
C -3.536 1.292 3.220 0.06 -0.02 -0.02 -1.976
O -4.483 3.672 1.881 0.11 -0.18 -0.05 -0.653
N 2.348 -1.151 3.035 -0.06 -0.04 -0.43 -0.041
H -5.416 3.559 1.674 -0.04 0.03 -0.04 0.534
C -1.637 -0.663 -2.649 0.20 0.06 0.27 -1.122
H -4.834 -1.341 -3.495 0.04 0.06 0.05 0.498
C 6.421 1.158 1.281 0.05 0.05 -0.11 -0.916
C -5.461 0.969 1.709 -0.08 0.04 0.09 -2.051
H -0.654 -1.127 -2.689 -0.53 0.13 0.44 0.743
H -3.605 3.238 -2.368 -0.01 -0.07 -0.07 0.591
C -3.987 -0.792 -3.101 -0.24 0.11 -0.02 -0.743
H -0.956 1.166 -1.753 -0.21 -0.18 -0.17 0.342
H -0.953 -2.179 -0.108 -0.01 0.03 -0.01 0.250
```
Positions in Å, forces in eV/Å.